A | {
  "formula": "C2H11NO2",
  "method": "ωB97M-V/def2-TZVPD",
  "species": ["C", "N", "C", "H", "H", "H", "H", "H", "H", "H", "H", "H", "O", "H", "H", "O"],
  "coordinates": [[1.15, -0.58, 1.26], [0.87, 0.23, 0.08], [0.81, 1.63, 0.40], [2.04, -0.17, 1.75], [0.31, -0.54, 1.99], [1.47, -1.58, 1.03], [-0.06, 0.03, -0.23], [0.15, 1.90, 1.26], [0.49, 2.33, -0.38], [1.81, 2.05, 0.75], [-0.58, -2.29, -2.94], [-0.98, -2.01, -1.46], [-1.09, -1.68, -2.37], [-1.78, 0.97, -0.63], [-2.42, -0.57, -0.42], [-2.19, 0.30, -0.07]],
  "lumo_energy_ev": [3.89, 3.70],
  "gap_ev": [2.99, 9.18],
  "total_charge": -1,
  "spin_multiplicity": 2,
  "e_homo_ev": [0.91, -5.48],
  "s_squared": 0.750
}

B | {
  "formula": "C2H11NO2",
  "method": "ωB97M-V/def2-TZVPD",
  "species": ["C", "N", "C", "H", "H", "H", "H", "H", "H", "H", "H", "H", "O", "H", "H", "O"],
  "coordinates": [[1.54, 0.72, 0.11], [1.84, -0.48, -0.64], [0.85, -1.57, -0.68], [1.77, 1.62, -0.44], [2.12, 0.73, 1.03], [0.52, 0.75, 0.51], [1.97, -0.24, -1.61], [-0.17, -1.21, -0.72], [1.16, -2.31, -1.41], [0.92, -2.06, 0.30], [-1.91, 0.79, -0.58], [-2.88, 0.11, -1.54], [-2.03, 0.57, -1.51], [-2.29, 1.27, 2.96], [-1.45, 0.23, 2.15], [-1.94, 1.07, 2.08]],
  "lumo_energy_ev": [3.97, 3.80],
  "gap_ev": [3.12, 9.24],
  "total_charge": -1,
  "spin_multiplicity": 2,
  "e_homo_ev": [0.85, -5.45],
  "s_squared": 0.750
}

Energies relative to the minimum, kcal/mol: A 5.3; B 0.0